No. 1
Here is C31H47BrN2P2Pt as an isolated structure at a distorted geometry from OMol25. Energies are from ωB97M-V/def2-TZVPD.

Structure (XYZ):
```
84
Properties=species:S:1:pos:R:3:forces:R:3
N -5.4712 3.8817 -5.3393 -0.456 -0.203 -0.049
C -5.5689 4.2516 -4.0707 -0.047 0.084 0.206
C -4.8826 3.6215 -3.0354 0.160 -0.515 -0.224
C -4.0608 2.5200 -3.3175 -0.722 0.580 -0.504
C -4.0186 2.0762 -4.6731 -0.750 0.455 0.518
C -4.7727 2.7819 -5.6231 0.423 -0.277 0.793
C -3.0974 2.1424 -2.2481 0.044 0.640 -1.899
Pt -2.4094 0.4678 -1.3199 0.395 -1.660 2.762
P 3.8285 -0.4866 -0.8089 -3.395 -0.870 1.467
C -1.8662 1.6353 -2.8418 0.582 1.135 -0.341
C -0.4850 2.1712 -2.6499 -0.507 -0.697 -0.280
C 0.5165 1.6863 -3.5067 0.644 0.258 0.118
C 1.8645 2.0382 -3.2905 -1.347 -1.146 0.192
C 2.0681 2.5867 -2.0623 0.670 1.683 -1.357
C 1.1966 3.2844 -1.2991 -2.128 -0.460 -0.100
C -0.1692 3.0696 -1.6311 1.290 -0.143 0.375
Br 1.8795 -0.5203 1.0871 -0.581 -1.391 -0.645
H -3.2411 2.6528 -1.2468 0.660 0.240 -1.428
H -1.9840 1.0171 -3.7480 0.037 1.169 0.073
H -4.9373 4.0021 -2.0183 -0.083 -0.004 -0.175
H -3.4515 1.2042 -4.9987 -0.172 0.267 0.101
H -6.2359 5.0907 -3.8472 0.345 -0.164 -0.162
H -4.8210 2.4443 -6.6543 0.193 0.066 0.066
H 0.3160 0.9608 -4.2930 -0.357 0.462 -0.127
H -0.9105 3.4795 -0.9617 -0.332 0.210 -0.326
H 2.6243 1.6961 -3.9914 0.025 0.263 0.200
H 1.4358 3.8962 -0.4413 0.258 0.020 0.066
P -1.7182 -1.6635 -1.5623 -0.107 -0.372 0.010
C 3.5167 1.1570 -0.1357 1.361 2.444 0.140
C 4.1896 2.3317 -0.7975 1.427 0.310 -0.074
H 3.7319 1.2292 0.9581 -0.290 -0.558 -0.945
H 2.4292 1.2586 -0.3176 0.891 -0.102 0.061
H 3.6730 3.2402 -0.4287 0.502 -0.443 -0.350
H 5.2409 2.3851 -0.4729 -0.187 0.149 -0.247
H 4.1312 2.2795 -1.9006 0.387 0.266 0.641
C 3.5085 -0.8006 -2.5505 -0.443 0.716 -0.502
C 4.7453 -1.2032 -3.3871 0.457 -0.169 0.166
H 3.0674 0.0909 -3.0060 -0.041 -0.212 0.340
H 2.7282 -1.5791 -2.5481 0.272 0.049 0.009
H 4.4670 -1.3501 -4.4423 -0.143 -0.020 0.501
H 5.5064 -0.4129 -3.3848 -0.165 -0.166 0.098
H 5.2028 -2.1286 -3.0160 -0.061 0.209 -0.182
C 4.2001 -2.0861 -0.0863 1.155 -0.450 0.437
C 5.3536 -2.0907 0.9180 0.347 -0.309 0.342
H 4.3763 -2.7997 -0.9005 -0.002 0.292 0.005
H 3.2447 -2.3017 0.3990 0.544 -0.434 -0.207
H 5.2231 -2.9730 1.5574 0.199 0.257 -0.120
H 6.3309 -2.1686 0.4156 -0.391 0.092 0.200
H 5.3581 -1.2070 1.5710 -0.074 -0.253 -0.168
C -1.0382 -2.6960 -0.2079 0.063 0.343 0.353
C -1.3319 -4.2045 -0.3407 0.106 0.077 0.212
H -1.4407 -2.2706 0.7321 0.190 -0.445 -0.326
H 0.0465 -2.4636 -0.1717 -0.563 -0.205 -0.053
H -2.3839 -4.4030 -0.0744 0.485 -0.062 -0.087
H -1.1682 -4.5715 -1.3664 0.016 0.110 0.333
H -0.6677 -4.7745 0.3380 -0.482 0.235 -0.342
C -0.4380 -1.7807 -2.8784 0.090 0.153 -0.120
C -0.8459 -2.6090 -4.0971 0.211 -0.090 -0.138
H 0.4831 -2.1613 -2.3977 -0.435 -0.053 -0.170
H -0.2096 -0.7423 -3.1724 -0.129 -0.451 0.108
H -1.1371 -3.6268 -3.8004 0.058 0.284 -0.219
H -1.6836 -2.1348 -4.6300 0.245 -0.237 0.155
H 0.0043 -2.6780 -4.7932 -0.362 -0.056 0.134
C -3.3474 -2.3794 -2.0423 0.432 -0.265 -0.448
C -4.4441 -1.9597 -1.0527 -0.242 -0.036 0.108
H -3.2607 -3.4728 -2.1331 -0.205 0.302 -0.032
H -3.5804 -1.9710 -3.0405 0.115 -0.203 0.319
H -5.4323 -2.1543 -1.4954 0.311 0.092 0.174
H -4.3982 -2.5296 -0.1136 0.077 0.182 -0.203
H -4.3886 -0.8738 -0.8163 -0.149 -0.576 -0.140
C -1.9924 2.0011 4.8647 0.152 0.106 0.373
C -1.8507 1.4421 3.4862 -0.342 0.188 -0.339
C -1.0143 2.0316 2.5412 -0.510 -0.275 -0.441
C -1.0790 1.6120 1.2131 -0.219 0.216 0.317
N -1.9438 0.6650 0.7730 0.707 -0.921 1.595
C -2.5944 -0.0544 1.7277 -0.210 0.474 0.547
C -2.6146 0.3557 3.0623 -0.078 -0.121 -0.121
H -1.1945 2.7270 5.0446 -0.158 -0.117 0.157
H -2.9548 2.5225 4.9951 0.274 -0.202 -0.197
H -1.9507 1.2187 5.6353 0.036 0.190 -0.246
H -0.4251 2.8956 2.8194 0.275 -0.154 -0.118
H -0.4055 2.0785 0.4946 -0.527 -0.271 0.031
H -3.1236 -0.9775 1.4426 0.064 0.813 -0.158
H -3.2690 -0.0928 3.8134 0.217 -0.323 -0.492
```
Forces are in eV/Å.

Properties
- net charge = +2
- LUMO energy (spin up / spin down) (eV) = -8.600 / -8.600
- multiplicity = 3
- <S²> = 2.01
- frontier orbital gap (spin up / spin down) (hartree) = 0.1411 / 0.1491
- strongest force on any atom (eV Å⁻¹) = 3.80
- E (hartree) = -4694.1830
- relative energy (zero: lowest compared OMol25 entry of this formula, charge and spin) (kJ/mol) = 505.3
- HOMO (spin up / spin down) (Ha) = -0.45710 / -0.46512

No. 2
Here is C31H47BrO2P2W as an isolated structure at a distorted geometry from OMol25. Energies are from ωB97M-V/def2-TZVPD.

Structure (XYZ):
```
84
Properties=species:S:1:pos:R:3:forces:R:3
W 0.3968 -0.8987 1.3219 -2.452 5.051 -0.378
C -0.4326 -2.7711 2.0790 0.317 -0.742 0.385
C 0.9517 -2.9482 1.7141 -0.107 -0.642 0.708
C 0.8536 -1.3454 3.4165 -0.142 -1.896 1.261
C -0.4950 -1.7740 3.1246 0.716 -0.754 1.090
C 1.7504 -2.0803 2.5460 0.050 -0.250 0.687
C -1.5843 -3.5217 1.5070 -0.407 -0.234 -0.066
H -1.3063 -4.0281 0.5780 -0.096 0.086 0.223
H -2.4441 -2.8707 1.3084 0.152 -0.180 0.075
H -1.9174 -4.2922 2.2162 0.083 0.167 -0.130
C -1.7267 -1.2198 3.7383 -0.342 0.064 -0.027
H -2.6144 -1.6753 3.2880 0.133 0.023 0.225
H -1.7979 -0.1316 3.5758 0.045 -0.057 0.110
H -1.7258 -1.4102 4.8209 -0.013 0.041 -0.249
C 1.2206 -0.2953 4.4048 0.101 0.414 -0.275
H 1.1418 -0.6830 5.4323 -0.007 0.001 -0.271
H 0.5473 0.5693 4.3265 0.012 -0.133 0.095
H 2.2394 0.0770 4.2459 -0.183 -0.172 0.127
C 3.2390 -2.0127 2.5400 0.535 -0.019 0.137
H 3.6509 -2.5956 3.3770 -0.144 0.115 -0.201
H 3.6093 -0.9858 2.6526 -0.066 -0.254 -0.015
H 3.6470 -2.4386 1.6162 -0.064 0.114 0.227
C 1.4699 -3.8900 0.6848 0.184 -0.329 -0.355
H 1.8906 -4.7904 1.1544 -0.096 0.232 0.003
H 2.2684 -3.4428 0.0790 -0.167 -0.090 0.128
H 0.6710 -4.2245 0.0156 0.213 0.086 0.103
C -1.8073 0.2118 -5.1104 -0.168 -0.294 0.179
C -1.6905 -1.1164 -5.2235 -0.375 0.434 -0.187
C -0.8111 -1.8367 -6.2040 0.376 -0.312 -0.074
C 0.5673 -1.1858 -6.5006 -0.049 -0.348 -0.415
C 1.2849 -0.6509 -5.2950 0.179 0.214 0.308
C 1.1693 0.5817 -4.7864 0.374 -0.370 -0.338
C 0.2867 1.6789 -5.3038 -0.314 0.278 -0.010
C -1.0653 1.2345 -5.9225 0.056 0.484 -0.191
H -1.3344 -1.9714 -7.1671 0.074 0.028 0.350
H 0.4502 -0.4215 -7.2795 0.203 -0.220 0.315
H -0.6333 -2.8537 -5.8220 -0.073 0.210 -0.098
H -0.9022 0.9022 -6.9555 -0.215 0.061 0.372
H -2.5320 0.6379 -4.4068 0.146 -0.304 -0.081
H -2.3517 -1.7695 -4.6452 0.064 0.289 -0.067
H -1.6988 2.1355 -5.9822 0.244 -0.310 -0.105
H 0.0728 2.3701 -4.4728 0.074 -0.111 -0.169
H 1.8218 0.8808 -3.9589 -0.039 -0.201 -0.184
H 0.8275 2.2815 -6.0545 -0.113 -0.169 0.268
H 1.2024 -1.9768 -6.9335 -0.238 0.340 0.015
H 1.9898 -1.3590 -4.8441 -0.132 0.325 0.037
P -0.8592 -0.7750 -0.7203 0.111 0.099 -1.727
P 2.0298 0.5145 0.2654 0.696 0.753 -1.989
C -0.0235 0.5563 -1.7010 -0.163 -0.254 -0.124
C 0.9225 1.4447 -0.8901 0.046 0.206 0.062
H -0.8308 1.1493 -2.1607 0.324 -0.114 0.047
H 0.5144 0.0575 -2.5222 -0.263 0.033 0.187
H 1.5767 2.0211 -1.5628 -0.168 -0.087 0.112
H 0.3737 2.1711 -0.2669 0.098 -0.139 0.022
C 2.8409 1.8060 1.2033 0.279 0.109 0.500
H 3.3885 1.3755 2.0517 0.024 0.196 -0.229
H 2.0807 2.4973 1.5958 0.036 -0.107 -0.105
H 3.5317 2.3503 0.5411 -0.176 -0.174 0.205
C 3.2425 -0.3828 -0.7602 0.283 -0.095 0.002
H 3.7146 0.2977 -1.4867 -0.169 -0.168 0.272
H 2.7752 -1.2170 -1.3063 0.044 0.334 0.160
H 4.0228 -0.8017 -0.1070 -0.191 0.158 -0.221
C -2.4722 -0.1657 -0.1894 -0.392 -0.041 0.231
H -3.0777 -1.0146 0.1590 0.077 0.252 -0.156
H -2.9647 0.3113 -1.0499 0.083 -0.126 0.229
H -2.3663 0.5583 0.6386 0.011 -0.084 -0.292
C -1.0455 -2.2145 -1.7962 -0.171 -0.351 -0.153
H -0.0963 -2.7703 -1.8499 -0.279 0.259 -0.030
H -1.3432 -1.9178 -2.8151 0.116 0.033 0.369
H -1.8147 -2.8774 -1.3732 0.211 0.188 -0.172
Br 1.3474 3.3945 4.3748 0.111 0.130 0.109
C -0.4606 3.8907 4.6826 -1.077 0.520 0.161
C -0.7666 4.7057 5.7826 -0.082 -0.294 -0.262
C -2.1075 5.0022 6.0751 0.241 -0.166 -0.425
C -3.1345 4.4685 5.2830 0.340 -0.062 -0.002
C -2.8131 3.6960 4.1617 0.384 0.019 0.139
C -1.4746 3.4411 3.8226 0.120 -0.053 0.351
C -1.0923 2.7253 2.5349 0.870 1.857 -0.636
O -1.4958 1.5266 2.4116 0.648 -1.852 -0.491
O -0.4156 3.3843 1.7128 -0.564 -1.401 0.619
H 0.0479 5.1037 6.3899 -0.323 -0.143 -0.097
H -2.3313 5.6672 6.9103 0.022 -0.290 -0.212
H -4.1814 4.6539 5.5374 0.408 -0.010 -0.130
H -3.5912 3.2725 3.5283 0.105 0.203 0.134
```
Forces are in eV/Å.

Properties
- net charge = +2
- LUMO energy (spin up / spin down) (eV) = -9.509 / -8.753
- multiplicity = 3
- <S²> = 2.04
- frontier orbital gap (spin up / spin down) (hartree) = 0.1222 / 0.1501
- strongest force on any atom (eV Å⁻¹) = 5.63
- E (hartree) = -4683.0573
- relative energy (zero: lowest compared OMol25 entry of this formula, charge and spin) (kJ/mol) = 0.0
- HOMO (spin up / spin down) (Ha) = -0.47168 / -0.47175

Q: Among the records above, which one has the highest <S²>?
A: C31H47BrO2P2W